Below is 2 unconnected molecules or ions with the total composition C4H8O, with properties calculated with wB97M-V/def2-TZVPD.

Geometry as XYZ:
```
13
C4H8O wB97M-V/def2-TZVPD
C 1.439 -2.245 0.107
C 0.597 -1.252 0.846
O 0.798 -0.065 0.840
H 0.925 -2.581 -0.796
H 1.598 -3.137 0.714
H 2.410 -1.821 -0.141
H -0.268 -1.658 1.407
C -2.077 1.817 -0.699
C -0.792 1.985 -0.964
H -2.786 1.536 -1.469
H -2.487 2.027 0.281
H -0.388 1.978 -1.969
H -0.090 2.260 -0.187
```

Its net charge is 0. As for the structure (SMILES): CC=O.C=C. For the HOMO-LUMO gap, the calculation gives 0.4008 hartree. Its HOMO energy is -9.82 eV. The LUMO energy is 1.09 eV.

Here are the Löwdin charges for atoms 1 to 2, given in e: -0.058, -0.319

Below is a molecular structure, C16H40B2Cs3O8S4 at a distorted geometry, with properties calculated with wB97M-V/def2-TZVPD.

Geometry as XYZ:
```
73
C16H40B2Cs3O8S4 wB97M-V/def2-TZVPD
Cs -2.996 1.512 -0.591
Cs 1.115 4.078 -1.688
Cs -0.633 0.144 -4.047
B -2.191 4.666 -1.127
H -2.891 5.167 -1.976
H -1.634 3.784 -1.672
H -1.479 5.453 -0.572
H -2.845 4.145 -0.277
B 0.173 0.461 -0.928
H -0.867 -0.033 -0.721
H 0.040 1.578 -1.221
H 0.775 0.346 0.117
H 0.748 -0.200 -1.723
C -1.356 -2.782 2.479
C -2.333 -1.682 2.001
C -1.925 -0.382 2.659
S -1.272 -0.803 4.284
O -2.261 -0.507 5.279
O 0.060 -0.270 4.364
C -1.202 -2.559 3.982
H -0.422 -2.729 1.919
H -1.787 -3.767 2.312
H -3.335 -2.001 2.300
H -2.345 -1.619 0.908
H -2.768 0.307 2.745
H -1.132 0.189 2.170
H -2.046 -3.020 4.500
H -0.322 -2.993 4.453
C -2.865 -4.062 -1.995
C -2.029 -3.013 -2.768
C -0.674 -2.909 -2.094
S -0.347 -4.573 -1.442
O -0.218 -4.492 -0.017
O 0.667 -5.192 -2.251
C -1.959 -5.267 -1.824
H -3.804 -4.272 -2.498
H -3.070 -3.617 -1.015
H -2.570 -2.066 -2.653
H -2.051 -3.275 -3.828
H -0.669 -2.258 -1.221
H 0.225 -2.685 -2.673
H -2.188 -6.017 -1.073
H -1.846 -5.741 -2.802
C 4.069 -0.813 -1.458
C 4.509 0.557 -1.981
C 3.581 0.843 -3.153
S 3.544 -0.724 -4.053
O 4.582 -0.749 -5.034
O 2.166 -0.998 -4.422
C 4.045 -1.746 -2.654
H 3.061 -0.790 -1.041
H 4.749 -1.170 -0.686
H 5.521 0.461 -2.384
H 4.487 1.308 -1.196
H 3.944 1.592 -3.854
H 2.564 1.004 -2.788
H 4.962 -2.265 -2.929
H 3.300 -2.536 -2.541
C -0.880 4.787 2.428
C -1.043 3.264 2.660
C 0.309 2.581 2.532
S 1.566 3.856 2.752
O 2.239 4.090 1.483
O 2.396 3.619 3.898
C 0.425 5.196 3.086
H -1.729 5.313 2.860
H -0.885 5.019 1.363
H -1.785 2.838 1.974
H -1.423 3.158 3.678
H 0.546 2.160 1.552
H 0.486 1.793 3.264
H 0.941 6.073 2.702
H 0.283 5.237 4.166
```

Its net charge is +1. For the HOMO-LUMO gap, the calculation gives 0.3241 hartree. Its HOMO energy is -12.19 eV. The LUMO energy is -3.37 eV.

Here are the Löwdin charges for atoms 1 to 2, given in e: 1.006, 0.976

Below is a molecular structure, C24H28N5P2Ru, with properties calculated with wB97M-V/def2-TZVPD.

Geometry as XYZ:
```
60
C24H28N5P2Ru wB97M-V/def2-TZVPD
Ru 0.292 -0.185 -0.209
C -1.026 3.694 -1.432
C -0.420 4.570 -0.520
C 0.208 4.053 0.578
C 0.260 2.665 0.790
N -0.198 1.817 -0.177
C -0.881 2.357 -1.234
N 0.701 2.288 2.034
C 0.643 1.090 2.488
N 0.384 -0.067 1.785
C 0.420 -1.140 2.651
N 0.271 -2.380 2.365
C -0.089 -2.875 1.133
C -0.273 -4.267 1.107
C -0.743 -4.898 -0.011
C -1.062 -4.129 -1.136
C -0.829 -2.789 -1.087
N -0.309 -2.142 0.001
C 0.725 -0.636 4.009
C 0.841 -1.293 5.213
C 1.128 -0.511 6.332
C 1.281 0.867 6.229
C 1.152 1.520 5.002
C 0.876 0.734 3.907
H -1.598 4.056 -2.274
H -0.484 5.641 -0.660
H 0.629 4.680 1.351
H -1.344 1.646 -1.902
H -0.057 -4.800 2.022
H -0.899 -5.969 -0.013
H -1.494 -4.568 -2.024
H -1.102 -2.161 -1.917
H 0.715 -2.365 5.284
H 1.229 -0.982 7.300
H 1.499 1.442 7.119
H 1.260 2.593 4.913
C 1.318 1.257 -3.290
P 0.518 -0.231 -2.600
C -0.803 -0.591 -3.814
C 1.815 -1.488 -2.906
C 3.028 -1.153 -2.038
P 2.539 -0.677 -0.339
C 3.480 0.780 0.142
C 3.050 -2.005 0.758
H 1.737 1.021 -4.270
H 2.114 1.620 -2.640
H 0.598 2.062 -3.411
H -0.628 -1.557 -4.288
H -0.802 0.171 -4.592
H -1.789 -0.604 -3.351
H 2.083 -1.504 -3.964
H 1.415 -2.471 -2.654
H 3.601 -0.325 -2.459
H 3.708 -2.004 -1.962
H 4.539 0.578 -0.029
H 3.320 0.989 1.201
H 3.178 1.652 -0.436
H 4.135 -2.095 0.671
H 2.585 -2.947 0.466
H 2.785 -1.784 1.791
```

The multiplicity is 2. Its net charge is +2. For the HOMO-LUMO gap (spin up / spin down), the calculation gives 0.2557 / 0.2205 hartree. Its HOMO energy (spin up / spin down) is -14.09 / -14.09 eV. The expectation value of S² is 0.7560. The LUMO energy (spin up / spin down) is -7.13 / -8.09 eV.

Here are the Löwdin charges for atoms 1 to 2, given in e: 0.982, -0.033

Below is a molecular structure, C22H30F2IrNO3 at a distorted geometry, with properties calculated with wB97M-V/def2-TZVPD.

Geometry as XYZ:
```
59
C22H30F2IrNO3 wB97M-V/def2-TZVPD
Ir 0.003 0.015 -0.226
C 0.473 1.021 -3.563
O 0.785 -0.019 -2.650
C 2.146 -0.410 -2.638
C 3.007 0.425 -1.676
O 2.358 0.504 -0.412
C 3.168 0.350 0.745
C 2.420 0.966 1.925
O 1.137 0.373 2.022
C 0.361 0.906 3.082
H 0.764 0.727 -4.576
H 0.966 1.961 -3.302
H -0.605 1.148 -3.521
H 2.569 -0.352 -3.646
H 2.151 -1.452 -2.306
H 3.133 1.447 -2.065
H 3.992 -0.044 -1.586
H 4.125 0.865 0.620
H 3.350 -0.715 0.926
H 2.321 2.054 1.788
H 2.991 0.783 2.846
H 0.818 0.666 4.047
H -0.620 0.441 3.010
H 0.263 1.992 2.992
F -4.931 -2.273 -0.470
C -4.215 -1.144 -0.392
C -2.826 -1.225 -0.348
C -2.045 -0.096 -0.282
C -2.702 1.215 -0.310
C -4.136 1.225 -0.302
F -4.783 2.406 -0.252
C -4.885 0.089 -0.346
C -1.867 2.336 -0.359
C -2.243 3.704 -0.479
C -1.295 4.678 -0.549
C 0.076 4.315 -0.500
C 0.399 2.984 -0.389
N -0.503 2.015 -0.308
H -2.371 -2.201 -0.368
H -5.962 0.132 -0.354
H -3.289 3.946 -0.530
H -1.571 5.715 -0.645
H 0.849 5.063 -0.535
H 1.440 2.690 -0.362
C -0.829 -2.916 2.046
C 0.228 -3.041 0.942
C 1.629 -2.866 1.575
C 0.166 -4.451 0.311
C 0.029 -2.066 -0.155
H -0.612 -3.601 2.863
H -1.819 -3.141 1.662
H -0.836 -1.901 2.433
H 1.836 -3.682 2.263
H 1.666 -1.929 2.119
H 2.397 -2.865 0.804
H 0.267 -5.200 1.094
H 0.975 -4.593 -0.402
H -0.779 -4.613 -0.200
H 0.469 -2.359 -1.109
```

The multiplicity is 2. Its net charge is +1. For the HOMO-LUMO gap (spin up / spin down), the calculation gives 0.2610 / 0.2530 hartree. Its HOMO energy (spin up / spin down) is -10.87 / -10.76 eV. The expectation value of S² is 0.7714. The LUMO energy (spin up / spin down) is -3.76 / -3.88 eV.

Here are the Löwdin charges for atoms 1 to 2, given in e: 1.265, -0.068

Below is C6H10O in the gas phase at a distorted geometry, with properties calculated with wB97M-V/def2-TZVPD.

Geometry as XYZ:
```
17
C6H10O wB97M-V/def2-TZVPD
C 0.953 -1.162 -0.638
C 0.754 0.208 -0.520
C 0.903 1.182 -1.700
C 0.053 0.753 0.656
C -1.350 0.179 0.929
C -1.118 -1.346 1.426
O -1.898 -2.231 1.436
H 0.886 -1.714 -1.533
H 1.202 -1.829 0.212
H 1.389 0.692 -2.524
H 1.409 2.165 -1.577
H -0.064 1.389 -2.056
H 0.655 0.292 1.514
H 0.122 1.865 0.767
H -1.876 0.234 -0.015
H -1.933 0.643 1.727
H -0.089 -1.319 1.898
```

Its net charge is 0. As for the structure (SMILES): C=C(C)CCC=O. For the HOMO-LUMO gap, the calculation gives 0.3560 hartree. Its HOMO energy is -8.88 eV. The LUMO energy is 0.80 eV.

Here are the Löwdin charges for atoms 1 to 2, given in e: 0.050, -0.331

Below is 3 unconnected molecules or ions with the total composition C4H13NO2 at a distorted geometry, with properties calculated with wB97M-V/def2-TZVPD.

Geometry as XYZ:
```
20
C4H13NO2 wB97M-V/def2-TZVPD
C -2.607 -0.855 0.901
C -1.327 -1.212 0.957
C -0.154 -0.301 1.034
N 0.680 -0.404 -0.202
C 1.752 -1.394 -0.074
H -3.367 -1.617 0.925
H -2.919 0.179 0.897
H -1.068 -2.200 0.568
H 0.555 -0.585 1.817
H -0.370 0.759 1.183
H 0.060 -0.568 -0.987
H 2.506 -1.006 0.615
H 2.239 -1.549 -1.029
H 1.343 -2.328 0.322
O -0.895 3.030 -0.218
H -1.624 2.411 -0.331
H -0.362 2.816 -0.998
O 1.546 1.751 -2.026
H 2.468 2.039 -1.997
H 1.544 1.035 -1.357
```

Its net charge is 0. As for the structure (SMILES): C=CCNC.O.O. For the HOMO-LUMO gap, the calculation gives 0.3666 hartree. Its HOMO energy is -9.11 eV. The LUMO energy is 0.87 eV.

Here are the Löwdin charges for atoms 1 to 2, given in e: 0.012, -0.182